1.
# C10H9Cl2MnNO

A molecular structure, C10H9Cl2MnNO (ωB97M-V/def2-TZVPD, OMol25).

Structure (ORCA input):
```
! RIJCOSX wB97M-V def2-TZVPD def2/J DEFGRID3
* xyz 0 6
Mn -0.846 0.497 -2.296
C -0.044 -0.567 -3.872
H 1.025 -0.314 -3.931
H -0.240 -1.640 -3.739
H -0.642 -0.111 -4.681
H -1.737 2.022 -1.750
H -1.628 2.219 -2.471
Cl -0.280 -4.073 0.165
C -0.026 -2.537 0.835
C 0.362 -2.371 2.161
C 0.568 -1.100 2.704
Cl 0.989 -0.959 4.358
C 0.444 0.077 1.906
C 0.615 1.390 2.379
C 0.444 2.453 1.514
C 0.105 2.220 0.176
N -0.076 0.977 -0.300
C 0.086 -0.085 0.529
C -0.238 -1.395 -0.025
O -0.736 -1.505 -1.188
H 0.497 -3.249 2.784
H 0.872 1.549 3.425
H 0.555 3.475 1.854
H -0.067 3.026 -0.537
*
```

E_LUMO (spin up / spin down) = -0.497 / -0.867 eV
expectation value of S² = 8.772
HOMO level (spin up / spin down) = -7.13 / -7.20 eV
E_tot = -70416.84934 eV

2.
# C10H9ClN2O

A single C10H9ClN2O molecule (ωB97M-V/def2-TZVPD, OMol25).

Structure (ORCA input):
```
! RIJCOSX wB97M-V def2-TZVPD def2/J DEFGRID3
* xyz 0 1
C 1.113 1.649 1.950
C -0.131 1.633 1.166
N -1.182 1.993 1.724
N -2.282 1.847 0.845
C -1.963 1.357 -0.358
O -2.653 1.125 -1.292
C -0.255 1.058 -0.283
Cl 0.357 2.272 -1.550
C 0.016 -0.330 -0.685
C -0.399 -1.331 0.207
C 0.064 -2.644 0.109
C 0.891 -2.919 -1.006
C 1.261 -2.002 -2.002
C 0.851 -0.670 -1.777
H 1.871 2.356 1.490
H 1.633 0.639 1.947
H 0.975 2.043 2.933
H -3.200 1.880 1.086
H -0.927 -0.844 0.957
H -0.320 -3.224 0.945
H 1.153 -3.883 -1.297
H 1.908 -2.238 -2.840
H 1.220 0.232 -2.269
*
```

E_LUMO = 0.410 eV
structure (SMILES) = CC1=NNC(=O)[C@]1(Cl)c1ccccc1
HOMO level = -9.03 eV
E_tot = -28064.16366 eV
energy relative to the best compared isomer or geometry (same formula, charge and spin) = 0.0 kJ/mol

3.
# C10H9F6N5O4SSbTi

A molecular structure, C10H9F6N5O4SSbTi (ωB97M-V/def2-TZVPD, OMol25).

Structure (ORCA input):
```
! RIJCOSX wB97M-V def2-TZVPD def2/J DEFGRID3
* xyz 2 2
Ti -0.171 -0.060 0.128
N -4.900 5.033 3.146
C -4.178 4.336 2.289
C -3.225 5.004 1.451
C -2.490 4.276 0.564
C -2.682 2.882 0.503
C -3.602 2.201 1.306
C -4.352 2.917 2.198
S -1.722 2.009 -0.705
O -1.965 2.555 -1.985
O -1.999 0.544 -0.490
N -0.224 2.017 -0.147
C 0.873 2.025 -1.043
N 1.367 0.782 -1.065
C 2.480 0.551 -1.778
C 3.042 1.594 -2.481
C 2.421 2.840 -2.409
N 1.326 3.069 -1.671
H -4.799 6.038 3.230
H -5.584 4.590 3.749
H -3.102 6.077 1.526
H -1.770 4.760 -0.085
H -3.715 1.128 1.227
H -5.074 2.425 2.838
H 2.887 -0.452 -1.773
H 3.933 1.446 -3.073
H 2.814 3.690 -2.953
F 0.910 0.390 1.754
Sb -0.205 -0.192 3.367
F -1.187 1.327 2.856
F 0.853 0.688 4.581
F -1.607 -0.850 4.360
F 0.754 -1.758 3.266
F -1.111 -0.874 1.605
O -0.460 -1.420 -1.295
N 0.410 -2.257 -0.868
O 1.041 -1.729 0.064
*
```

E_LUMO (spin up / spin down) = -8.547 / -10.218 eV
expectation value of S² = 0.792
HOMO level (spin up / spin down) = -16.69 / -16.84 eV
E_tot = -82935.75933 eV
energy relative to the best compared isomer or geometry (same formula, charge and spin) = 0.4 kJ/mol

4.
# C10H9FN2O

A single C10H9FN2O molecule (ωB97M-V/def2-TZVPD, OMol25).

Structure (ORCA input):
```
! RIJCOSX wB97M-V def2-TZVPD def2/J DEFGRID3
* xyz 0 1
N -1.107 3.306 0.110
C -0.667 2.033 -0.401
C -0.539 0.959 0.433
C -0.154 -0.293 -0.081
N 0.162 -1.344 0.793
C 0.553 -1.095 2.149
C 1.022 -2.260 2.596
C 0.771 -3.226 1.614
C 0.273 -2.659 0.518
C -0.077 -0.534 -1.444
C -0.152 0.567 -2.325
F 0.056 0.296 -3.627
C -0.344 1.825 -1.805
O -0.129 2.891 -2.535
H -1.221 3.950 -0.593
H -1.678 3.363 0.964
H -0.694 1.048 1.546
H 0.653 -0.167 2.650
H 1.491 -2.481 3.567
H 1.073 -4.213 1.543
H 0.229 -3.102 -0.509
H 0.215 -1.487 -1.813
H 0.265 2.622 -3.350
*
```

E_LUMO = 0.678 eV
structure (SMILES) = Nc1cc(-n2cccc2)cc(F)c1O
HOMO level = -7.63 eV
E_tot = -18259.76086 eV
energy relative to the best compared isomer or geometry (same formula, charge and spin) = 88.5 kJ/mol

5.
# C10H9N3O2

A single C10H9N3O2 molecule (ωB97M-V/def2-TZVPD, OMol25).

Structure (ORCA input):
```
! RIJCOSX wB97M-V def2-TZVPD def2/J DEFGRID3
* xyz 0 1
O -3.992 1.090 0.562
C -2.921 0.573 0.261
N -2.694 -0.859 0.298
C -1.367 -1.084 0.097
C -0.626 -2.151 0.377
C 0.838 -2.347 0.239
C 1.812 -1.404 0.073
N 1.622 -0.033 0.076
C 2.672 0.807 0.482
C 2.220 2.092 0.468
C 0.837 2.047 0.046
C 0.566 0.746 -0.196
C -0.764 0.193 -0.603
O -0.918 -0.097 -2.019
N -1.763 1.183 -0.263
H -3.330 -1.390 0.833
H -1.180 -2.956 0.903
H 1.221 -3.330 0.546
H 2.919 -1.635 0.294
H 3.674 0.461 0.404
H 2.898 2.893 0.585
H 0.300 2.915 -0.232
H -0.151 0.249 -2.563
H -1.874 2.039 -0.669
*
```

E_LUMO = 0.596 eV
structure (SMILES) = O=C1NC2=CC=Cn3cccc3[C@]2(O)N1
HOMO level = -7.88 eV
E_tot = -19080.18482 eV
energy relative to the best compared isomer or geometry (same formula, charge and spin) = 61.8 kJ/mol

6.
# C10H9NO2

A single C10H9NO2 molecule (ωB97M-V/def2-TZVPD, OMol25).

Structure (ORCA input):
```
! RIJCOSX wB97M-V def2-TZVPD def2/J DEFGRID3
* xyz 0 1
O 3.839 -0.282 -0.070
C 2.574 -1.061 0.099
C 1.266 -0.121 -0.100
C 1.519 1.240 -0.100
C 0.499 2.129 0.054
C -0.845 1.728 0.067
O -1.844 2.624 0.043
C -0.986 0.335 0.002
N -2.216 -0.095 0.034
C -2.637 -1.394 -0.086
C -1.744 -2.410 -0.026
C -0.402 -2.036 0.100
C -0.005 -0.686 -0.110
H 3.896 0.059 0.694
H 2.472 -1.885 -0.780
H 2.406 -1.674 0.903
H 2.394 1.700 -0.528
H 0.726 3.155 -0.116
H -2.571 2.053 0.276
H -3.759 -1.597 -0.324
H -1.872 -3.521 0.020
H 0.423 -2.711 0.442
*
```

E_LUMO = -0.283 eV
structure (SMILES) = OCc1ccc(O)c2ncccc12
HOMO level = -7.93 eV
E_tot = -16097.98212 eV
energy relative to the best compared isomer or geometry (same formula, charge and spin) = 311.4 kJ/mol

7.
# C10H9O3S

A gas-phase ion, C10H9O3S (charge -1) (ωB97M-V/def2-TZVPD, OMol25).

Structure (ORCA input):
```
! RIJCOSX wB97M-V def2-TZVPD def2/J DEFGRID3
* xyz -1 1
C -1.367 1.966 1.170
S -1.631 1.270 -0.562
C -2.201 -0.479 -0.355
C -3.633 -0.629 -0.513
O -4.420 0.218 -0.978
O -4.137 -1.846 -0.085
C -1.268 -1.490 0.012
O -1.594 -2.644 0.335
C 0.161 -1.152 -0.309
C 1.062 -0.823 0.684
C 2.333 -0.458 0.314
C 2.723 -0.285 -0.986
C 1.868 -0.641 -1.960
C 0.548 -0.993 -1.643
H -0.578 2.794 1.161
H -0.715 1.235 1.803
H -2.314 2.096 1.557
H -3.344 -2.328 0.359
H 0.849 -1.099 1.813
H 3.087 -0.255 1.020
H 3.710 -0.032 -1.242
H 2.090 -0.777 -2.985
H -0.147 -1.090 -2.563
*
```

E_LUMO = 3.265 eV
structure (SMILES) = CS/C(C(=O)O)=C(/[O-])c1ccccc1
HOMO level = -4.05 eV
E_tot = -27494.49143 eV
energy relative to the best compared isomer or geometry (same formula, charge and spin) = 0.0 kJ/mol

8.
# C11H10BeClNS

A molecular structure, C11H10BeClNS (ωB97M-V/def2-TZVPD, OMol25).

Structure (ORCA input):
```
! RIJCOSX wB97M-V def2-TZVPD def2/J DEFGRID3
* xyz -2 1
C 1.890 -0.589 1.547
C 0.610 -0.143 2.010
C 0.414 1.161 1.439
H -0.042 -0.684 2.716
C 1.401 1.253 0.405
C 2.418 0.330 0.596
H 3.232 0.274 -0.143
H 2.347 -1.477 1.915
H -0.511 1.738 1.413
H 1.546 2.074 -0.243
Be -0.666 0.263 -0.156
Cl 0.146 -1.745 -0.759
C -2.478 -0.650 -1.498
C -2.484 0.767 -1.469
C -2.759 1.180 -0.134
H -2.491 1.399 -2.339
C -2.940 0.005 0.660
C -2.768 -1.121 -0.182
H -2.998 -2.139 0.065
H -2.466 -1.253 -2.386
H -3.038 2.180 0.157
H -3.366 -0.019 1.647
S 4.322 -0.261 -2.824
C 5.072 -1.026 -1.690
N 5.609 -1.517 -0.747
*
```

E_LUMO = 5.026 eV
HOMO level = -0.95 eV
E_tot = -36818.13734 eV
energy relative to the best compared isomer or geometry (same formula, charge and spin) = 210.5 kJ/mol

9.
# C11H10BrNTi

A molecular structure, C11H10BrNTi (ωB97M-V/def2-TZVPD, OMol25).

Structure (ORCA input):
```
! RIJCOSX wB97M-V def2-TZVPD def2/J DEFGRID3
* xyz -1 2
C -1.655 -0.743 -1.996
C -1.211 -1.152 -0.690
C -1.152 0.029 0.159
H -0.959 -2.185 -0.374
C -1.784 1.093 -0.560
C -2.076 0.631 -1.876
H -2.653 1.176 -2.645
H -1.842 -1.395 -2.838
H -0.830 0.031 1.186
H -2.133 2.050 -0.150
Ti 0.549 -0.099 -1.778
Br 1.318 -2.413 -1.140
C 2.024 0.681 -3.070
C 0.952 1.479 -3.634
C -0.008 0.603 -4.217
H 0.987 2.568 -3.764
C 0.392 -0.745 -3.978
C 1.705 -0.726 -3.357
H 2.394 -1.561 -3.268
H 2.928 1.030 -2.583
H -0.866 0.917 -4.833
H -0.109 -1.647 -4.329
N 2.357 0.152 1.105
C 1.671 0.227 0.146
*
```

E_LUMO (spin up / spin down) = 2.946 / 2.946 eV
expectation value of S² = 0.755
HOMO level (spin up / spin down) = -3.77 / -4.18 eV
E_tot = -106218.03670 eV
energy relative to the best compared isomer or geometry (same formula, charge and spin) = 0.0 kJ/mol

10.
# C11H10CeF9NO

A molecular structure, C11H10CeF9NO (ωB97M-V/def2-TZVPD, OMol25).

Structure (ORCA input):
```
! RIJCOSX wB97M-V def2-TZVPD def2/J DEFGRID3
* xyz -1 2
C 2.819 0.309 -2.186
C 1.800 1.092 -2.825
C 0.728 0.206 -3.201
C 1.100 -1.127 -2.816
C 2.373 -1.055 -2.160
Ce 0.779 0.144 -0.643
N 1.314 1.616 1.059
C 1.040 3.029 1.331
C 0.305 3.504 0.143
H -0.164 0.491 -3.744
H 1.843 2.158 -3.022
H 0.522 -2.030 -3.009
H 2.942 -1.906 -1.793
H 3.772 0.680 -1.818
H 0.854 3.600 -0.797
H 1.963 3.633 1.492
H 1.811 1.256 1.878
H -0.769 3.340 0.085
H 0.343 3.151 2.190
F -0.286 -3.227 0.482
C -0.674 -2.518 1.584
F -1.206 -3.364 2.488
F 0.473 -1.997 2.123
C -1.638 -1.374 1.174
O -0.957 -0.571 0.253
C -2.903 -1.889 0.448
F -3.659 -2.698 1.232
F -3.658 -0.846 0.033
F -2.544 -2.572 -0.670
C -2.001 -0.480 2.390
F -2.697 -1.158 3.337
F -0.884 0.019 2.974
F -2.740 0.583 1.989
*
```

E_LUMO (spin up / spin down) = 2.550 / 2.527 eV
expectation value of S² = 0.764
HOMO level (spin up / spin down) = -1.15 / -1.42 eV
E_tot = -52492.43882 eV
energy relative to the best compared isomer or geometry (same formula, charge and spin) = 61.3 kJ/mol

> What is the formula in the eighth record?

C11H10BeClNS

Repeat the second record exactly.
# C10H9ClN2O

A single C10H9ClN2O molecule (ωB97M-V/def2-TZVPD, OMol25).

Structure (ORCA input):
```
! RIJCOSX wB97M-V def2-TZVPD def2/J DEFGRID3
* xyz 0 1
C 1.113 1.649 1.950
C -0.131 1.633 1.166
N -1.182 1.993 1.724
N -2.282 1.847 0.845
C -1.963 1.357 -0.358
O -2.653 1.125 -1.292
C -0.255 1.058 -0.283
Cl 0.357 2.272 -1.550
C 0.016 -0.330 -0.685
C -0.399 -1.331 0.207
C 0.064 -2.644 0.109
C 0.891 -2.919 -1.006
C 1.261 -2.002 -2.002
C 0.851 -0.670 -1.777
H 1.871 2.356 1.490
H 1.633 0.639 1.947
H 0.975 2.043 2.933
H -3.200 1.880 1.086
H -0.927 -0.844 0.957
H -0.320 -3.224 0.945
H 1.153 -3.883 -1.297
H 1.908 -2.238 -2.840
H 1.220 0.232 -2.269
*
```

E_LUMO = 0.410 eV
structure (SMILES) = CC1=NNC(=O)[C@]1(Cl)c1ccccc1
HOMO level = -9.03 eV
E_tot = -28064.16366 eV
energy relative to the best compared isomer or geometry (same formula, charge and spin) = 0.0 kJ/mol

Please write out number 2 again, unchanged.
# C10H9ClN2O

A single C10H9ClN2O molecule (ωB97M-V/def2-TZVPD, OMol25).

Structure (ORCA input):
```
! RIJCOSX wB97M-V def2-TZVPD def2/J DEFGRID3
* xyz 0 1
C 1.113 1.649 1.950
C -0.131 1.633 1.166
N -1.182 1.993 1.724
N -2.282 1.847 0.845
C -1.963 1.357 -0.358
O -2.653 1.125 -1.292
C -0.255 1.058 -0.283
Cl 0.357 2.272 -1.550
C 0.016 -0.330 -0.685
C -0.399 -1.331 0.207
C 0.064 -2.644 0.109
C 0.891 -2.919 -1.006
C 1.261 -2.002 -2.002
C 0.851 -0.670 -1.777
H 1.871 2.356 1.490
H 1.633 0.639 1.947
H 0.975 2.043 2.933
H -3.200 1.880 1.086
H -0.927 -0.844 0.957
H -0.320 -3.224 0.945
H 1.153 -3.883 -1.297
H 1.908 -2.238 -2.840
H 1.220 0.232 -2.269
*
```

E_LUMO = 0.410 eV
structure (SMILES) = CC1=NNC(=O)[C@]1(Cl)c1ccccc1
HOMO level = -9.03 eV
E_tot = -28064.16366 eV
energy relative to the best compared isomer or geometry (same formula, charge and spin) = 0.0 kJ/mol